[1]
Here is C10H14BHfN7O2 as an isolated structure at a distorted geometry from the OMol25 dataset. Energies are from ωB97M-V with the def2-TZVPD basis set.

The geometry in ORCA input format:
```
! RIJCOSX wB97M-V def2-TZVPD def2/J DEFGRID3
* xyz 2 1
Hf 2.55 0.97 1.39
O 1.34 0.46 3.10
O 3.23 1.46 3.38
N -2.10 -0.22 -0.01
N 1.96 -0.50 0.09
N 1.30 2.03 0.16
N 1.13 -0.66 -0.97
N 2.17 0.94 3.97
N -1.44 -0.01 -1.22
N 0.49 1.81 -0.92
C -2.26 -2.71 2.97
C -2.31 -0.20 -2.24
C 2.51 -2.40 -0.95
C -3.56 -0.53 -1.72
C 0.33 2.96 -1.59
C 0.99 3.97 -0.91
C 2.82 -1.59 0.13
C 1.47 -1.78 -1.64
C -3.38 -0.53 -0.32
C 1.60 3.38 0.20
B 0.09 0.39 -1.44
H -1.72 -1.79 2.73
H 0.20 0.44 -2.67
H 0.96 -2.04 -2.55
H -4.44 -0.73 -2.29
H -3.15 -2.50 3.46
H -1.62 -3.33 3.62
H -4.16 -0.74 0.39
H -0.26 2.98 -2.50
H 3.52 -1.71 0.95
H 3.00 -3.32 -1.22
H 1.02 5.02 -1.16
H -2.46 -3.23 2.04
H -1.99 -0.09 -3.27
H 2.16 3.81 1.02
*
```

Kohn-Sham gap ... 3.6 eV
Relative energy (zero: lowest compared OMol25 entry of this formula, charge and spin) ... 0.0 kcal per mole

Here are the Löwdin charges for atoms 1 to 2, given in e:
1. Hf 2.0353
2. O -0.1449


[2]
Here is C10H14Br2ClNNiO8P2 as an isolated structure at a distorted geometry from the OMol25 dataset. Energies are from ωB97M-V with the def2-TZVPD basis set.

The geometry in ORCA input format:
```
! RIJCOSX wB97M-V def2-TZVPD def2/J DEFGRID3
* xyz 0 3
Br -2.11 -2.38 -1.00
Br -3.04 -1.15 -3.91
Ni -0.78 -0.13 -0.51
Cl 2.42 -4.19 6.36
P -1.84 2.38 -0.83
P 0.75 1.18 -2.27
O 1.71 1.66 -3.29
O -0.92 2.30 0.53
O 1.27 1.30 -0.77
O -2.65 3.62 -0.83
O -0.01 -1.04 0.98
O -2.42 0.99 -1.01
O 0.00 -0.14 -2.36
O 2.20 -0.96 0.54
N 0.34 3.76 -1.66
C 0.47 -2.43 3.36
C 1.50 -2.00 2.54
C 3.11 -2.93 4.08
C -3.22 -2.50 -2.59
C 0.74 -3.11 4.54
C -0.50 2.55 -2.09
C -1.14 2.86 -3.46
C 1.23 -1.27 1.26
C 2.06 -3.35 4.88
C 2.82 -2.25 2.90
H 1.78 0.54 -0.29
H 1.11 3.86 -2.32
H -4.23 -2.50 -2.21
H 4.13 -3.13 4.37
H -0.23 4.60 -1.61
H -2.93 -3.44 -3.02
H -1.72 1.99 -3.77
H -0.37 3.04 -4.21
H -1.44 2.60 1.30
H -0.56 -2.23 3.07
H -0.06 -3.45 5.19
H 0.74 3.55 -0.74
H 3.61 -1.92 2.25
H -1.82 3.71 -3.39
*
```

Kohn-Sham gap (alpha / beta) ... 9.4 / 8.5 eV
Relative energy (zero: lowest compared OMol25 entry of this formula, charge and spin) ... 16.1 kcal per mole

Here are the Löwdin charges for atoms 1 to 2, given in e:
1. Br 0.7910
2. Br 0.6599


[3]
Here is a 2-piece molecular cluster, C10H14BrClSi overall at a distorted geometry from the OMol25 dataset. Energies are from ωB97M-V with the def2-TZVPD basis set.

The geometry in ORCA input format:
```
! RIJCOSX wB97M-V def2-TZVPD def2/J DEFGRID3
* xyz 0 1
Br -2.37 -2.83 -0.54
Cl -1.16 -0.30 3.33
Si -1.05 -1.08 -0.25
C -1.96 0.53 -0.33
C 4.26 -1.03 0.79
C -4.00 1.76 -0.73
C 0.72 -1.57 -0.67
C 3.15 -1.62 -0.07
C -3.31 0.56 -0.70
C -1.33 1.73 0.02
C -3.35 2.94 -0.40
C 1.79 -1.01 0.27
C -2.02 2.92 -0.02
H 1.85 0.07 0.19
H -3.83 -0.35 -0.95
H -0.30 1.72 0.34
H -5.04 1.77 -1.02
H -3.89 3.88 -0.43
H 3.11 -2.70 0.08
H -1.52 3.84 0.26
H 3.37 -1.44 -1.13
H 5.22 -1.49 0.55
H 4.05 -1.18 1.84
H 0.95 -1.25 -1.69
H 1.54 -1.25 1.31
H 4.35 0.04 0.61
H 0.78 -2.66 -0.67
*
```

Kohn-Sham gap (alpha / beta) ... 6.2 / 6.2 eV
Relative energy (zero: lowest compared OMol25 entry of this formula, charge and spin) ... 1.7 kcal per mole

Here are the Löwdin charges for atoms 1 to 2, given in e:
1. Br 0.4518
2. Cl -0.5725


no.,E (eV)
1,-27086.3295
2,-240702.5371
3,-101039.7309